The following is a quantum chemistry calculation of C25H51ClO2P2PtSi2 as an isolated structure at a distorted geometry, from OMol25.

Each line ends with the Löwdin spin population.
Element x y z (Å)
Pt -0.517 0.101 1.436  1.0265
C 2.119 -0.138 -1.665  0.3278
C 1.560 -1.354 -2.157  0.0691
C 0.657 -0.991 -3.201  0.2206
Si 1.879 -2.938 -1.217  -0.0009
C 0.671 0.429 -3.320  0.2105
C 1.547 0.973 -2.355  0.0739
Si 1.884 2.690 -1.709  0.0001
H 2.973 -0.074 -0.976  0.0092
H 0.040 -1.662 -3.802  0.0087
H 0.062 0.988 -4.055  0.0076
Cl -2.556 0.198 2.249  0.1724
C 3.743 2.787 -1.403  0.0012
C 1.329 3.880 -3.014  -0.0005
C 3.723 -2.979 -0.914  0.0009
C 1.312 -4.322 -2.308  -0.0005
H 1.751 3.572 -3.990  -0.0002
H 1.697 4.905 -2.810  0.0000
H 0.230 3.922 -3.122  0.0000
H 4.038 2.182 -0.539  -0.0001
H 4.036 3.829 -1.241  0.0003
H 4.268 2.411 -2.286  0.0005
H 1.737 -4.183 -3.319  -0.0002
H 0.216 -4.385 -2.412  0.0000
H 1.681 -5.294 -1.931  0.0000
H 4.252 -2.784 -1.858  0.0004
H 4.018 -3.974 -0.551  0.0003
H 4.028 -2.223 -0.175  -0.0001
C 1.034 3.015 -0.005  0.0269
C 1.041 -2.958 0.528  0.0263
P -0.582 2.339 0.534  0.1915
H 1.006 4.127 0.127  0.0062
H 1.763 2.631 0.751  0.0001
P -0.590 -2.236 0.929  0.1939
H 1.741 -2.432 1.213  0.0002
H 1.042 -4.030 0.828  0.0062
C -0.917 -2.819 2.671  0.0314
C -1.762 -3.147 -0.110  0.0344
C -1.757 3.067 -0.655  0.0332
C -0.920 3.243 2.140  0.0306
C -0.213 2.558 3.311  0.0271
H -2.001 3.103 2.262  -0.0001
C -0.585 4.731 2.152  0.0091
H 0.493 4.879 2.091  0.0006
H -0.918 5.138 3.115  0.0026
H -1.071 5.312 1.364  0.0002
H -0.436 1.480 3.396  0.0127
H -0.590 3.003 4.241  0.0013
H 0.871 2.677 3.239  0.0001
H -1.655 2.447 -1.584  0.0029
C -1.476 4.530 -1.084  0.0117
C -3.274 2.994 -0.276  -0.0002
H -0.414 4.758 -1.225  0.0008
H -1.903 5.197 -0.331  0.0003
H -1.964 4.725 -2.051  0.0017
H -3.789 2.543 -1.125  -0.0004
H -3.721 3.991 -0.116  0.0001
H -3.474 2.384 0.616  0.0002
H -1.671 -2.686 -1.129  0.0033
C -3.281 -3.019 0.258  -0.0003
C -1.477 -4.663 -0.289  0.0122
H -0.413 -4.911 -0.381  0.0007
H -1.960 -5.016 -1.213  0.0018
H -1.908 -5.200 0.562  0.0003
H -3.807 -2.714 -0.651  -0.0005
H -3.475 -2.268 1.039  0.0002
H -3.720 -3.976 0.591  0.0001
C -0.201 -1.938 3.698  0.0287
C -0.589 -4.284 2.941  0.0096
H -1.999 -2.659 2.769  -0.0002
H 0.489 -4.447 2.893  0.0006
H -1.088 -4.989 2.274  0.0002
H -0.909 -4.512 3.968  0.0027
H 0.884 -2.080 3.651  0.0001
H -0.584 -2.202 4.693  0.0014
H -0.408 -0.858 3.595  0.0129
C -2.832 -0.278 -2.738  0.8281
H -1.735 -0.298 -2.687  0.0693
H -3.185 -0.984 -1.976  0.0589
H -3.129 0.633 -2.195  0.0578
O 3.660 0.149 1.349  0.0024
C 2.442 0.143 1.514  0.0083
O 1.502 0.040 0.639  0.1181
H 2.036 0.203 2.522  0.0041

Calculated values
- DFT total energy: -80947.000 eV
- Frontier orbital gap (alpha / beta): 6.720 / 5.991 eV
- ⟨S²⟩: 6.020
- Charge: 0
- LUMO (alpha / beta): 0.546 / -1.714 eV
- HOMO (alpha / beta): -6.17 / -7.71 eV
- Multiplicity: 5

The following is a quantum chemistry calculation of a 7-piece molecular cluster, C25H51IN7O8PSi overall at a distorted geometry, from OMol25.

Each line ends with the Löwdin charge.
Element x y z (Å)
N 1.544 -2.228 -0.744  -0.4071
P 1.932 -0.686 -0.778  0.5410
Si 0.203 0.549 0.017  0.0220
I -1.376 -1.054 0.946  0.6151
O 0.671 1.739 1.128  -0.1758
C 1.206 2.873 0.564  -0.4596
O 0.871 3.960 0.994  0.1093
C 2.226 2.738 -0.530  -0.2192
C 1.939 2.796 -1.857  -0.0754
C 2.909 2.634 -2.811  -0.0779
C 4.199 2.414 -2.429  -0.0674
C 4.497 2.389 -1.083  -0.0717
C 3.530 2.548 -0.138  -0.0458
H 1.599 -2.600 -1.685  -0.0617
H 2.202 -0.332 -2.122  -0.0127
H 3.081 -0.384 -0.003  -0.0283
H -0.417 1.147 -1.181  -0.0292
H 0.905 2.943 -2.147  0.1162
H 2.609 2.664 -3.849  0.1140
H 4.947 2.285 -3.195  0.1000
H 5.517 2.233 -0.765  0.0908
H 3.795 2.529 0.911  0.1323
C 1.924 7.695 5.205  -0.0157
C 2.853 6.804 4.416  -0.5626
O 4.008 6.600 4.768  0.0091
N 2.363 6.231 3.292  0.0151
C 1.031 6.350 2.714  -0.0795
H 2.457 8.077 6.071  0.0778
H 1.596 8.539 4.597  0.0825
H 1.056 7.131 5.550  0.0828
H 3.035 5.651 2.815  0.1323
H 0.584 5.366 2.656  0.0555
H 1.116 6.756 1.707  0.0870
H 0.392 6.997 3.305  0.0758
C -6.237 1.071 -1.301  -0.0027
C -4.987 0.380 -1.790  -0.5422
O -3.938 0.983 -1.967  0.0088
N -5.054 -0.952 -2.029  0.0140
C -6.192 -1.839 -1.875  -0.0704
H -6.022 2.125 -1.157  0.0726
H -7.037 0.977 -2.037  0.0850
H -6.558 0.648 -0.349  0.0879
H -4.183 -1.346 -2.349  0.1400
H -5.942 -2.623 -1.159  0.0846
H -6.420 -2.303 -2.837  0.0817
H -7.068 -1.304 -1.524  0.0715
C -1.593 -4.400 2.742  -0.0323
C -2.824 -4.679 1.916  -0.5626
O -3.541 -3.774 1.501  -0.0369
N -3.117 -5.971 1.642  0.0184
C -2.395 -7.170 2.041  -0.0795
H -1.506 -3.326 2.865  0.0091
H -1.676 -4.863 3.726  0.0852
H -0.701 -4.767 2.233  0.0907
H -3.951 -6.083 1.087  0.1349
H -2.091 -7.707 1.154  0.0554
H -3.059 -7.807 2.624  0.0808
H -1.518 -6.927 2.634  0.0758
C 9.497 2.695 -3.372  -0.0083
C 8.491 2.597 -2.252  -0.5338
O 7.304 2.391 -2.464  0.0251
N 8.947 2.747 -0.983  0.0112
C 10.307 2.995 -0.539  -0.0714
H 8.983 2.555 -4.318  0.0824
H 9.970 3.677 -3.375  0.0859
H 10.257 1.919 -3.271  0.0854
H 8.225 2.671 -0.284  0.1377
H 10.623 2.187 0.123  0.0843
H 10.338 3.932 0.018  0.0852
H 10.992 3.057 -1.376  0.0718
C -4.129 5.950 -0.007  -0.0133
C -2.739 5.632 0.492  -0.5509
O -2.109 6.415 1.189  0.0243
N -2.206 4.437 0.139  0.0256
C -2.805 3.387 -0.678  -0.0817
H -4.415 6.933 0.356  0.0789
H -4.150 5.962 -1.097  0.0822
H -4.846 5.218 0.368  0.0802
H -1.277 4.289 0.506  0.1026
H -2.859 2.470 -0.091  0.0724
H -2.168 3.211 -1.547  0.0762
H -3.799 3.655 -1.014  0.0619
C -5.127 -9.880 -0.582  -0.0046
C -3.746 -10.247 -0.096  -0.5289
O -3.090 -9.501 0.618  0.0128
N -3.243 -11.447 -0.479  0.0094
C -3.864 -12.458 -1.316  -0.0734
H -5.387 -8.900 -0.195  0.0791
H -5.150 -9.841 -1.672  0.0862
H -5.862 -10.601 -0.224  0.0860
H -2.319 -11.627 -0.120  0.1411
H -3.946 -13.390 -0.754  0.0838
H -3.239 -12.634 -2.192  0.0839
H -4.853 -12.152 -1.641  0.0717

Calculated values
- DFT total energy: -78832.968 eV
- Frontier orbital gap: 8.635 eV
- Relative energy (zero: lowest compared OMol25 entry of this formula, charge and spin): 0.0 kcal/mol
- SMILES string: N=[PH2][Si@@H](I)OC(=O)c1ccccc1.CNC(C)=O.CNC(C)=O.CNC(C)=O.CNC(C)=O.CNC(C)=O.CNC(C)=O
- Charge: 0
- LUMO: 0.479 eV
- HOMO: -8.16 eV